Here is a single C5H5NO molecule at a distorted geometry from the OMol25 dataset. Energies are from wB97M-V/def2-TZVPD.

The geometry in XYZ format:
```
12
Properties=species:S:1:pos:R:3:forces:R:3
O -2.521 -0.210 -0.003 -0.943 0.860 0.186
C -1.185 -0.281 0.073 0.794 2.124 -1.251
C -0.416 0.948 0.027 -1.942 0.084 0.403
C 0.946 0.948 0.022 0.133 1.741 -0.580
C 1.539 -0.275 0.008 0.798 -1.545 0.141
C 0.710 -1.381 0.019 0.388 -2.486 -0.075
N -0.656 -1.467 -0.023 1.860 0.761 0.776
H -2.811 0.731 -0.040 0.383 -1.076 0.103
H -1.004 1.872 -0.025 0.361 -0.229 0.115
H 1.589 1.858 -0.079 -0.998 -0.688 0.256
H 2.635 -0.353 -0.037 -0.666 -0.320 0.128
H 1.174 -2.389 0.057 -0.168 0.774 -0.202
```
Positions in Å, forces in eV/Å.

As for the energy above the lowest of the compared OMol25 structures with the same formula, charge and spin: 5.7 kcal per mole. The HOMO-LUMO gap comes out at 9.757 eV. As for the LUMO energy: 0.753 eV. The highest occupied orbital energy is -9.0 eV. Its SMILES is Oc1ccccn1.

Löwdin population analysis, charges in e, atoms 1 to 6:
1 O 0.07
2 C -0.41
3 C -0.02
4 C -0.11
5 C -0.11
6 C -0.13